1.
16
Properties=species:S:1:pos:R:3:forces:R:3:nbo_charge:R:1 method="wB97M-V/def2-TZVPD" total_energy_ha=-1997.9831 largest_force_ev_per_a=0.28 relative_energy_kcal_mol=2.05 smiles=ClCCCl.ClCCCl orbital_gap_ev=11.3 spin_multiplicity=1
Cl -1.256 -2.781 -1.581 0.0 -0.1 0.0 -0.07
C -1.561 -1.082 -1.131 0.0 0.0 -0.1 -0.39
C -1.853 -0.221 -2.334 0.0 0.0 0.1 -0.39
Cl -3.352 -0.717 -3.160 0.0 0.0 0.0 -0.06
H -0.653 -0.731 -0.648 -0.1 0.1 0.1 0.23
H -2.392 -1.057 -0.433 0.0 -0.1 0.0 0.22
H -1.044 -0.257 -3.058 0.0 0.0 0.0 0.22
H -1.998 0.807 -2.006 0.0 0.0 0.0 0.22
Cl 0.643 -0.039 3.388 -0.1 0.0 0.1 -0.05
C 1.905 0.098 2.154 0.2 -0.1 -0.1 -0.40
C 1.878 1.408 1.414 0.1 0.0 -0.1 -0.38
Cl 0.343 1.644 0.544 -0.1 0.1 -0.1 -0.07
H 1.794 -0.727 1.453 -0.1 0.0 0.1 0.22
H 2.861 -0.003 2.666 0.0 0.0 0.0 0.23
H 2.667 1.396 0.663 0.0 0.1 0.0 0.22
H 2.020 2.262 2.070 -0.1 0.0 0.1 0.22

---

2.
14
Properties=species:S:1:pos:R:3:forces:R:3:nbo_charge:R:1 method="wB97M-V/def2-TZVPD" total_energy_ha=-671.9917 largest_force_ev_per_a=6.75 relative_energy_kcal_mol=90.98 orbital_gap_ev=9.9 spin_multiplicity=1
C -2.452 -0.533 0.295 0.6 4.0 5.4 -0.21
C -1.025 0.224 0.447 -1.3 -2.8 -0.5 -0.16
C -0.041 -0.329 -0.237 0.7 -1.0 -3.8 -0.22
C 1.226 0.465 -0.305 -0.9 1.0 4.0 -0.37
H -3.873 0.806 0.521 0.0 -0.5 -2.2 0.36
H -4.321 -0.213 -1.170 3.6 2.1 3.9 0.35
H -2.398 -1.323 -0.318 1.0 -3.3 -1.6 0.20
H -2.774 -0.781 1.465 0.7 0.0 -3.1 0.16
H -0.609 1.004 1.087 -1.7 0.1 0.5 0.20
H -0.254 -1.037 -1.132 0.4 0.7 2.0 0.20
H 1.520 0.939 -1.164 -0.5 1.2 -2.4 0.22
H 0.863 1.235 0.495 2.2 -0.6 -1.4 0.19
N -3.382 0.374 -0.321 -4.4 -0.1 -1.5 -0.82
Cl 2.898 -0.130 0.074 -0.4 -0.7 0.6 -0.10

---

3.
14
Properties=species:S:1:pos:R:3:forces:R:3:nbo_charge:R:1 method="wB97M-V/def2-TZVPD" total_energy_ha=-672.0712 largest_force_ev_per_a=4.60 relative_energy_kcal_mol=41.09 orbital_gap_ev=10.4 spin_multiplicity=1
H -0.881 0.545 -1.457 0.4 0.2 -0.7 0.32
N -0.741 -0.185 -0.767 -0.4 0.6 -0.1 -0.61
C -1.653 0.011 0.081 -1.0 1.2 -0.7 0.17
C -2.784 1.012 0.192 3.9 0.3 2.3 -0.68
H -1.738 -0.601 0.887 0.4 -2.4 2.4 0.14
H -2.666 1.551 1.177 0.6 0.2 -1.1 0.23
H -3.642 0.564 0.458 -3.4 -2.1 0.0 0.23
H -2.813 1.613 -0.625 -0.5 2.1 -2.2 0.21
C 2.523 -1.476 0.216 0.8 2.0 -0.9 -0.42
C 2.914 -0.255 -0.161 -0.3 -0.4 0.3 -0.18
Cl 4.358 0.702 0.046 0.6 -0.9 0.7 -0.03
H 3.202 -2.066 0.743 0.8 -1.1 0.8 0.20
H 1.575 -1.866 -0.111 -0.2 0.2 0.1 0.24
H 2.346 0.450 -0.678 -1.7 0.2 -0.9 0.20

---

4.
18
Properties=species:S:1:pos:R:3:forces:R:3:nbo_charge:R:1 method="wB97M-V/def2-TZVPD" total_charge=+1 total_energy_ha=-911.2954 largest_force_ev_per_a=6.09 relative_energy_kcal_mol=33.98 orbital_gap_ev=9.5 spin_multiplicity=1
C 1.005 -1.135 -0.224 1.1 0.6 0.5 0.63
C -0.076 2.144 -0.857 -0.3 1.8 0.0 -0.17
C 0.240 0.133 0.175 -3.3 -4.8 -1.6 0.16
C -1.412 -0.939 1.034 2.8 1.3 0.3 -0.39
N 0.361 2.218 0.514 1.5 0.8 0.7 -0.05
N 0.583 1.122 1.026 0.4 0.7 1.0 -0.15
N 1.816 -1.681 0.708 -3.5 3.0 2.3 -0.77
N -0.335 0.695 -1.117 -0.6 -2.0 0.8 -0.65
O 0.894 -1.527 -1.378 -0.2 0.5 0.0 -0.59
Cl -2.753 -0.480 0.100 -0.5 -0.1 -0.2 0.12
H -0.937 2.795 -0.692 -0.9 -0.6 -1.2 0.27
H 0.615 2.793 -1.467 -0.4 -1.5 0.1 0.29
H -1.447 -0.512 2.083 0.1 -0.8 -1.4 0.26
H -1.064 -1.983 0.856 -0.6 0.9 0.4 0.24
H 1.461 -1.550 1.711 1.5 -0.5 -2.0 0.43
H 2.383 -2.396 0.415 1.5 -2.3 -0.3 0.43
H -1.388 0.383 -1.033 1.3 1.2 -0.5 0.43
H 0.055 -0.078 -1.855 0.1 1.9 1.0 0.51

---

5.
15
Properties=species:S:1:pos:R:3:forces:R:3:nbo_charge:R:1 method="wB97M-V/def2-TZVPD" total_energy_ha=-747.3536 largest_force_ev_per_a=2.16 relative_energy_kcal_mol=28.23 smiles="NC/C=C(/Cl)CO" orbital_gap_ev=9.3 spin_multiplicity=1
N 1.809 0.350 -1.110 0.1 -0.5 0.1 -0.85
C 0.988 1.093 -0.158 -0.4 0.3 -0.1 -0.24
C -0.516 0.980 -0.425 1.8 0.6 -1.0 -0.22
C -1.327 0.117 0.110 -1.5 -1.0 0.9 0.00
Cl -3.095 0.310 -0.105 0.7 -0.3 -0.1 -0.05
C -0.979 -1.091 0.965 -0.4 1.1 1.2 -0.12
O 0.351 -1.472 0.621 -0.4 -1.1 0.4 -0.73
H 1.891 0.798 -2.031 -0.3 -0.6 0.7 0.36
H 1.519 -0.651 -1.133 0.3 1.4 -0.3 0.38
H 1.240 2.176 -0.207 -0.1 -0.7 -0.1 0.20
H 1.199 0.792 0.876 0.1 -0.1 -0.4 0.20
H -0.814 1.570 -1.278 -0.6 0.5 0.3 0.21
H -1.781 -1.849 0.796 0.9 0.2 0.0 0.20
H -1.027 -0.777 2.068 0.0 -0.5 -1.3 0.18
H 0.542 -2.346 1.011 -0.2 0.6 -0.2 0.48

---

6.
17
Properties=species:S:1:pos:R:3:forces:R:3:nbo_charge:R:1 method="wB97M-V/def2-TZVPD" total_energy_ha=-897.7471 largest_force_ev_per_a=4.39 relative_energy_kcal_mol=84.83 smiles="C[C@H](O)[C@](C)(Cl)[N+](=O)[O-]" orbital_gap_ev=11.3 spin_multiplicity=1
C 0.527 -0.095 -1.266 -3.6 0.4 1.1 -0.65
C -0.704 0.441 -0.528 -2.1 -1.8 -0.4 0.09
O -0.669 1.677 0.161 -0.1 -1.9 0.7 -0.70
C -1.196 -0.643 0.562 0.0 2.8 0.0 0.04
C -0.173 -0.643 1.710 -0.6 0.1 -0.8 -0.67
Cl -1.600 -2.136 -0.216 0.1 -0.8 0.1 0.04
N -2.580 -0.030 1.008 -0.5 -1.0 -1.6 0.53
O -3.408 0.031 0.117 0.3 0.2 0.1 -0.39
O -2.789 0.270 2.138 0.5 0.4 1.4 -0.34
H 1.376 0.133 -0.805 3.8 1.0 2.0 0.21
H 0.457 0.381 -2.182 0.4 0.1 -2.2 0.21
H 0.342 -1.130 -1.179 0.4 -1.2 -1.1 0.23
H -1.481 0.475 -1.381 0.5 -0.1 1.7 0.19
H -0.384 2.231 -0.518 0.7 2.2 -1.3 0.47
H -0.525 -0.848 2.700 -0.7 -0.4 0.3 0.25
H 0.588 -1.367 1.466 0.5 0.0 -0.1 0.23
H 0.183 0.380 1.744 0.5 0.0 0.0 0.25